Arrangement 1

Formula: C2H8N2O2
Source: the Open Molecules 2025 dataset
Level of theory: ωB97M-V with the def2-TZVPD basis set

Properties
SMILES: O=CO.NCN
Gap between HOMO and LUMO in eV: 9.75
Total charge: 0
Molecular weight in Da: 92.10

Each line ends with the Löwdin charge.
Positions of all 14 atoms, in Å:
O: -2.29 -0.24 2.41  0.0828
C: -1.13 -0.41 2.66  -0.3444
O: -0.94 -1.59 3.35  0.0332
H: -0.25 0.13 2.43  0.1181
H: -0.33 -1.80 4.06  0.0996
N: 1.10 0.29 -2.90  -0.0258
C: 0.61 -0.15 -1.53  -0.3117
N: 0.16 0.96 -0.64  -0.0089
H: 0.53 1.05 -3.36  0.0689
H: 2.02 0.77 -2.85  0.0588
H: -0.20 -0.97 -1.59  0.1182
H: 1.37 -0.62 -0.96  0.0680
H: 0.01 1.81 -1.03  -0.0053
H: -0.66 0.78 -0.06  0.0485

Arrangement 2

Formula: C2H8N2O2
Source: the Open Molecules 2025 dataset
Level of theory: ωB97M-V with the def2-TZVPD basis set

Properties
SMILES: O=CO.NCN
Gap between HOMO and LUMO in eV: 9.90
Total charge: 0
Molecular weight in Da: 92.10

Each line ends with the Löwdin charge.
Positions of all 14 atoms, in Å:
O: 2.84 -4.28 -1.04  -0.0023
C: 2.47 -3.23 -0.47  -0.3444
O: 3.00 -3.02 0.72  0.0647
H: 1.80 -2.52 -0.96  0.1397
H: 3.85 -3.51 0.82  0.1424
N: -3.16 3.70 -0.75  -0.0397
C: -2.83 3.44 0.69  -0.3343
N: -1.68 2.51 0.80  -0.0045
H: -2.74 4.46 -1.30  0.0612
H: -4.19 3.61 -0.99  0.0810
H: -3.65 3.01 1.14  0.0684
H: -2.62 4.37 1.24  0.0972
H: -1.92 1.56 0.85  0.0251
H: -1.18 2.76 -0.03  0.0456

arrangement 2 comes first in stability; the runner-up is 34.8 kJ/mol higher.

Arrangement 1

Formula: CH2O4S
Source: the Open Molecules 2025 dataset
Level of theory: ωB97M-V with the def2-TZVPD basis set

Properties
Gap between HOMO and LUMO in eV: 10.76
Total charge: 0
Molecular weight in Da: 110.09

Each line ends with the Löwdin charge.
Positions of all 8 atoms, in Å:
C: -0.30 -0.70 -0.11  -0.1693
O: 2.22 1.20 -0.20  -0.4450
O: 3.44 -0.56 0.95  -0.3760
O: 0.83 -1.08 -0.41  -0.0889
O: -0.41 0.75 -0.14  0.0089
S: 2.93 -0.08 -0.27  0.9252
H: -1.24 -1.10 0.08  0.1239
H: 0.51 1.05 -0.17  0.0212

Arrangement 2

Formula: CH2O4S
Source: the Open Molecules 2025 dataset
Level of theory: ωB97M-V with the def2-TZVPD basis set

Properties
Gap between HOMO and LUMO in eV: 11.05
Total charge: 0
Molecular weight in Da: 110.09

Each line ends with the Löwdin charge.
Positions of all 8 atoms, in Å:
C: 0.59 -0.98 -0.63  -0.5030
O: -1.36 0.88 0.31  -0.2393
O: 0.35 1.67 1.74  -0.3454
O: 1.01 -0.01 0.08  -0.2085
O: -0.32 -1.04 -1.38  0.0509
S: 0.13 1.47 0.37  0.9580
H: 1.13 -2.26 -0.07  0.2312
H: -1.53 0.27 -0.41  0.0559

arrangement 1 comes first in stability; the runner-up is 126.1 kJ/mol higher.

Arrangement 1

Formula: C10H12N
Source: the Open Molecules 2025 dataset
Level of theory: ωB97M-V with the def2-TZVPD basis set

Properties
Gap between HOMO and LUMO in eV: 6.94
Total charge: +1
Molecular weight in Da: 146.21

Each line ends with the Löwdin charge.
Positions of all 23 atoms, in Å:
C: 1.55 -2.98 -0.15  -0.0107
C: 0.22 -2.52 -0.27  -0.0556
C: 2.65 -2.23 0.20  -0.0368
C: 2.68 -0.85 0.34  -0.0555
C: -0.25 -1.28 -0.43  0.0316
C: 1.66 1.07 -0.67  0.1148
C: -1.14 -0.35 -0.66  -0.0848
C: -1.41 0.79 0.18  -0.1480
C: -2.36 1.69 -0.10  -0.1191
C: -2.72 2.81 0.81  -0.0794
N: 1.75 -0.02 -0.05  0.0541
H: 1.67 -4.06 -0.15  0.1266
H: -0.54 -3.28 -0.12  0.1362
H: 3.55 -2.75 0.47  0.1202
H: 3.50 -0.42 0.92  0.1524
H: 0.73 1.63 -0.64  0.0876
H: 2.46 1.44 -1.30  0.1213
H: -1.68 -0.39 -1.60  0.1455
H: -0.85 0.86 1.10  0.1212
H: -2.95 1.60 -1.00  0.1179
H: -1.91 3.08 1.47  0.0825
H: -3.57 2.50 1.43  0.0946
H: -3.04 3.68 0.24  0.0833

Arrangement 2

Formula: C10H12N
Source: the Open Molecules 2025 dataset
Level of theory: ωB97M-V with the def2-TZVPD basis set

Properties
Gap between HOMO and LUMO in eV: 6.98
Total charge: +1
Molecular weight in Da: 146.21

Each line ends with the Löwdin charge.
Positions of all 23 atoms, in Å:
C: -1.09 -0.24 2.97  -0.0463
C: -1.03 0.92 2.19  -0.0691
C: -0.64 -1.49 2.84  -0.0647
C: 0.15 -2.26 1.97  -0.0089
C: -1.03 1.06 0.84  0.0552
C: 1.37 -1.93 -0.23  0.0707
C: -1.28 1.39 -0.40  -0.0708
C: -0.10 1.70 -1.19  -0.1378
C: -0.05 1.32 -2.45  -0.1374
C: 1.13 1.37 -3.40  -0.0469
N: 0.85 -2.08 0.86  0.0863
H: -1.66 -0.01 3.83  0.1185
H: -1.18 1.84 2.76  0.1261
H: -0.92 -2.09 3.67  0.1052
H: 0.50 -3.18 2.52  0.1718
H: 2.39 -1.62 -0.55  0.1255
H: 0.95 -2.57 -1.13  0.1510
H: -2.24 1.29 -0.86  0.1337
H: 0.73 2.03 -0.56  0.1265
H: -0.83 0.75 -2.96  0.1277
H: 0.75 1.31 -4.32  0.0378
H: 1.42 0.36 -3.29  0.0668
H: 1.80 2.13 -3.11  0.0789

arrangement 1 comes first in stability; the runner-up is 179.6 kJ/mol higher.